A 2-piece molecular cluster, C7H15N2O3 overall at a distorted geometry, computed with ωB97M-V with the def2-TZVPD basis set.

Cartesian coordinates (Å):
C -4.17063 1.85899 0.06180
H -0.72169 -0.55567 -1.96464
O -2.78313 1.44021 0.44833
N -0.80678 0.45794 0.12875
H 3.68432 -0.37079 -0.19456
C -0.72446 -2.93381 0.61290
H 1.56697 -0.92212 1.23920
C -2.07476 0.80777 -0.50080
H 2.93465 1.43810 1.19772
H -0.60806 0.97923 0.95572
H -2.18473 -3.21785 1.84030
N 0.23001 -0.79013 -1.51782
H 1.58141 1.22037 2.10790
O -2.29728 0.50252 -1.59088
H -4.02486 2.93212 -0.22967
H 0.98138 -1.21179 -1.97953
O -2.00292 -3.22795 0.86104
C 0.32080 -0.16446 -0.36082
C 2.70782 -0.63730 -0.56299
C 1.83618 1.17329 1.01271
H 2.59786 -1.68558 -0.78447
H -4.30376 1.23512 -0.92123
H 2.58067 -0.11052 -1.47962
C 1.65121 -0.19201 0.43004
H 1.41743 1.95693 0.31100
H -0.48744 -2.89506 -0.50573
H -4.82971 1.58574 0.78385

Atoms 1-2, force components in eV/Å:
C 3.686 -0.093 -5.378
H 1.883 -0.987 0.060

Results
Net charge: +1
Energy, hartree: -610.5999
M, g mol⁻¹: 175.2
Kohn-Sham gap, eV: 8.399
E_HOMO, eV: -11.938
ΔE to the lowest compared entry with this formula, charge and spin, kcal/mol: 57.9

Here are the Löwdin charges for atoms 1 to 6, given in e: 0.062, 0.163, -0.017, 0.206, 0.098, 0.010